1.
{"formula": "C30H47Cl2N4O7RuSSi", "method": "wB97M-V/def2-TZVPD", "homo_ev": [-6.80, -7.40], "orbital_gap_ev": [6.0, 6.4], "de_lowest_kj_mol": 284.1, "total_charge": 0, "fmax_ev_per_a": 4.7, "multiplicity": 6, "lumo_ev": [-0.8, -1.0], "species": ["C", "C", "H", "H", "H", "C", "C", "H", "H", "H", "H", "Ru", "Cl", "C", "O", "N", "C", "C", "H", "H", "H", "H", "H", "H", "H", "H", "H", "C", "C", "N", "H", "C", "O", "H", "H", "H", "H", "H", "H", "C", "C", "N", "H", "C", "O", "H", "H", "H", "H", "O", "C", "C", "C", "H", "C", "H", "C", "H", "C", "C", "H", "H", "H", "Si", "Cl", "C", "C", "C", "H", "H", "H", "H", "H", "H", "H", "H", "H", "O", "S", "O", "N", "C", "O", "C", "C", "C", "C", "C", "C", "H", "H", "H", "H"], "coordinates": [[-1.85403, -0.57459, -5.77677], [-0.91316, -1.27235, -4.81292], [-1.38685, -0.04662, -6.59147], [-2.47750, 0.13922, -5.26504], [-2.56972, -1.28977, -6.17650], [-0.33771, -2.48260, -5.17065], [-0.25125, -2.96108, -6.58762], [-0.02672, -3.23956, -4.39717], [0.33475, -2.20946, -7.14604], [-1.15465, -3.15228, -7.22466], [0.34314, -3.88598, -6.49647], [-1.28056, 2.54454, 0.28286], [-2.52729, 4.17276, 1.12412], [1.55684, -1.77258, 1.88103], [2.53902, -1.12969, 1.45671], [1.45367, -2.42420, 3.05632], [2.37509, -2.16774, 4.13331], [0.55386, -3.54360, 3.24786], [0.64677, -1.83991, 1.27341], [3.09886, -1.42757, 3.79987], [2.88830, -3.08982, 4.42978], [1.84566, -1.80217, 5.02200], [-0.08812, -3.65295, 2.36612], [-0.07850, -3.39004, 4.13569], [1.12613, -4.47915, 3.39935], [1.66975, 1.67957, 4.80198], [-0.65406, 3.26062, 5.59362], [1.89305, 2.69442, 4.42319], [-0.07380, 4.02319, 5.06453], [0.64677, 3.31102, 4.01314], [2.61215, 2.64720, 3.60554], [0.09062, 3.18014, 2.80739], [0.60887, 2.85940, 1.69441], [-0.73070, 4.72916, 4.57027], [-0.99377, 3.38551, 2.86802], [2.29014, 3.27913, 5.25640], [0.62068, 4.54536, 5.73364], [2.10839, 0.76053, -4.22791], [3.28737, -2.09553, -3.00624], [3.04654, 0.72279, -3.67115], [3.71329, -1.29574, -2.38280], [2.90393, -0.08114, -2.45365], [3.43852, 1.71951, -3.43866], [2.09614, 0.30639, -1.49868], [1.17394, 1.18650, -1.80742], [3.82210, -1.67001, -1.35892], [2.10583, -0.10005, -0.49508], [3.78354, 0.20019, -4.28126], [4.70089, -1.07307, -2.79499], [0.02981, -0.20587, -3.82513], [-1.00990, -0.96218, -3.31304], [0.60324, -2.54755, -2.15083], [-0.69199, -2.02706, -2.29493], [1.35150, -2.07796, -2.79678], [0.86269, -3.55891, -1.22246], [-1.90923, -0.36494, -3.18033], [-1.69960, -2.48515, -1.43156], [1.87498, -3.93625, -1.19611], [-0.18236, -4.06307, -0.46904], [-1.42513, -3.46383, -0.48762], [-2.65196, -1.94108, -1.42674], [0.00062, -4.90203, 0.15587], [-2.21341, -3.82784, 0.15973], [1.15225, 2.78719, -2.10754], [-3.05113, 1.32257, 0.20634], [2.66435, 3.63594, -1.48714], [-0.22964, 3.97321, -1.02970], [0.48586, 3.33453, -3.73939], [3.14675, 3.10385, -0.65481], [2.34897, 4.60961, -1.07651], [3.39198, 3.81949, -2.28496], [1.18739, 3.19252, -4.56748], [0.30759, 4.42142, -3.62336], [-0.47284, 2.85873, -3.98953], [-0.34239, 4.34256, 0.04179], [-1.14101, 4.29863, -1.57578], [0.57621, 4.70260, -1.29808], [-0.94749, 1.13833, 5.41522], [-1.16407, -0.12810, 4.74409], [-0.83210, -1.33745, 5.47605], [-0.55253, -0.06986, 3.21695], [-1.48327, -0.58817, 2.37217], [-1.21860, -1.32100, 1.39101], [-2.87782, -0.36221, 2.83419], [-4.06292, -0.61136, 2.12837], [-5.26428, -0.61509, 2.80318], [-5.23070, -0.49922, 4.19868], [-4.03798, -0.34148, 4.92855], [-2.85666, -0.27755, 4.20092], [-4.07828, -0.62392, 1.05807], [-6.17557, -0.67316, 2.19538], [-6.17080, -0.61752, 4.71014], [-3.98677, -0.30924, 6.01367]], "forces_ev_per_a": [[0.1, 0.0, 0.7], [-0.6, 0.2, 1.4], [0.4, 0.0, -0.3], [0.0, 0.4, 0.4], [0.2, -0.3, -0.2], [0.0, -1.4, 0.0], [0.8, -0.2, -0.2], [-0.3, 1.2, -0.8], [-0.1, -0.3, -0.1], [0.4, 0.2, 1.0], [-0.3, 0.3, -0.7], [2.0, -1.5, 0.3], [-1.4, 2.6, 1.2], [0.2, -0.2, -0.7], [-0.5, -0.1, 0.5], [0.6, 0.0, -0.2], [0.2, 0.0, 0.2], [-0.5, 0.1, 0.0], [0.2, -0.3, 0.1], [0.0, 0.0, 0.1], [0.1, 0.1, -0.1], [-0.1, 0.0, -0.2], [0.1, 0.1, 0.2], [0.2, 0.1, -0.3], [-0.1, 0.4, -0.1], [0.2, 0.3, -0.3], [0.0, 0.5, 0.3], [0.0, -0.5, 0.2], [-0.6, -0.8, -0.2], [0.9, 0.2, -0.9], [-0.1, 0.0, 0.0], [-0.2, -0.2, 0.0], [-0.4, 0.1, 1.6], [-0.2, 0.2, 0.2], [0.5, 0.3, -0.2], [0.2, -0.1, -0.2], [-0.1, -0.2, -0.3], [0.0, 0.1, 0.2], [-0.1, 0.4, 0.2], [0.0, -0.4, -0.5], [0.7, -0.3, 0.2], [-0.2, 0.4, 1.0], [-0.2, -0.2, 0.0], [-0.5, 0.0, -1.7], [1.0, -1.4, 0.8], [-0.2, 0.3, -0.1], [0.0, -0.6, 0.5], [-0.1, 0.2, 0.0], [-0.1, 0.0, 0.2], [0.2, -0.4, -1.0], [-0.3, -0.4, -1.1], [-0.5, 0.6, -0.1], [-0.3, 0.0, 0.7], [-0.2, -0.6, 0.3], [0.0, 0.7, -1.2], [-0.2, -0.1, 0.8], [0.2, 1.0, -0.1], [0.0, -0.3, 0.3], [0.4, 0.3, 0.0], [-0.5, -0.3, -0.7], [0.3, -0.5, 0.0], [0.1, -0.5, 0.6], [0.1, 0.2, 0.1], [-2.9, 3.3, 1.8], [-1.5, -1.7, -1.1], [0.8, 0.0, 0.1], [1.7, 1.4, -1.5], [0.2, 0.0, -0.4], [-0.1, 0.0, -0.3], [0.4, -0.4, -0.3], [0.1, 0.0, 0.2], [-0.2, 0.0, 0.0], [0.1, -0.5, -0.1], [0.3, 0.0, 0.1], [0.5, -0.5, -0.9], [0.7, -0.3, 0.1], [-1.0, 0.1, 0.1], [0.1, -0.4, 0.3], [-0.3, 0.5, -1.9], [0.2, 0.5, -0.2], [-0.1, -0.6, 1.3], [1.2, -1.0, -0.9], [-0.8, 1.5, 0.5], [-0.4, -1.5, -0.3], [0.2, 0.6, 0.4], [0.5, 0.2, 0.2], [0.0, -0.2, 0.4], [-0.3, -0.2, -0.5], [-0.9, 0.5, 0.5], [0.3, -0.5, -0.2], [0.2, -0.1, 0.7], [-0.1, 0.2, 0.4], [-0.3, 0.0, -0.2]], "lowdin_spin": [-0.006, 0.043, -0.002, 0.001, -0.001, 0.452, 0.079, 0.019, 0.020, 0.020, 0.000, 3.135, 0.311, 0.000, 0.000, 0.000, 0.000, 0.000, 0.000, 0.000, 0.000, 0.000, 0.000, 0.000, 0.000, 0.000, 0.000, 0.001, 0.001, 0.004, 0.000, 0.003, 0.068, 0.000, 0.000, 0.000, 0.000, 0.000, 0.000, 0.001, 0.000, 0.000, 0.000, 0.004, 0.031, 0.000, 0.000, 0.000, 0.000, 0.313, 0.042, 0.002, 0.001, 0.001, 0.000, 0.004, 0.002, 0.000, 0.002, 0.000, 0.001, 0.000, 0.000, 0.035, 0.284, 0.004, 0.058, 0.006, 0.000, 0.001, 0.000, 0.001, 0.001, 0.001, 0.015, 0.002, 0.015, 0.000, 0.000, 0.000, 0.001, 0.003, 0.005, 0.002, 0.006, 0.001, 0.000, 0.001, 0.000, 0.003, 0.000, 0.000, 0.000]}

2.
{"formula": "C29H34Cl44F10N5O5PS", "method": "wB97M-V/def2-TZVPD", "homo_ev": -8.76, "orbital_gap_ev": 7.5, "total_charge": 0, "fmax_ev_per_a": 5.0, "lumo_ev": -1.3, "species": ["C", "C", "O", "O", "C", "C", "N", "C", "C", "C", "C", "C", "C", "C", "F", "F", "C", "F", "F", "S", "F", "F", "F", "F", "F", "O", "C", "F", "C", "C", "C", "C", "N", "C", "N", "N", "P", "N", "O", "O", "H", "H", "H", "H", "H", "H", "H", "H", "H", "H", "H", "H", "H", "H", "H", "H", "H", "H", "H", "H", "H", "H", "H", "H", "H", "H", "H", "H", "H", "H", "H", "H", "H", "H", "C", "Cl", "Cl", "Cl", "Cl", "C", "Cl", "Cl", "Cl", "Cl", "C", "Cl", "Cl", "Cl", "Cl", "C", "Cl", "Cl", "Cl", "Cl", "C", "Cl", "Cl", "Cl", "Cl", "C", "Cl", "Cl", "Cl", "Cl", "C", "Cl", "Cl", "Cl", "Cl", "C", "Cl", "Cl", "Cl", "Cl", "C", "Cl", "Cl", "Cl", "Cl", "C", "Cl", "Cl", "Cl", "Cl", "C", "Cl", "Cl", "Cl", "Cl"], "coordinates": [[-7.80436, -4.38502, 4.08206], [-9.16647, -4.39823, 3.22451], [-10.26370, -4.59485, 3.75726], [-9.11293, -4.22319, 1.79962], [-9.00442, -2.80439, 1.47760], [-8.50290, -2.57640, -0.03170], [-7.22006, -1.81462, -0.03237], [-7.30782, -0.51534, -0.75061], [-6.73820, 0.60191, 0.28186], [-6.97857, 2.09362, -0.32133], [-7.97244, 2.92970, 0.60597], [-7.35922, 3.24551, 2.07684], [-8.61159, 3.52295, 3.02764], [-8.30825, 3.32795, 4.58307], [-9.15995, 4.11272, 5.41620], [-7.01563, 3.93136, 4.77311], [-8.13603, 1.82687, 5.07252], [-7.91379, 1.88724, 6.47606], [-6.96427, 1.20906, 4.56189], [-9.55075, 0.64972, 4.77678], [-9.91096, 0.63585, 6.42433], [-8.49930, -0.63186, 5.09729], [-9.23819, 0.49603, 3.15551], [-10.68636, 1.83298, 4.57933], [-10.75988, -0.47210, 4.58380], [-5.32950, 0.31056, 0.43290], [-4.94303, 0.16578, 1.80173], [-5.72385, -0.81818, 2.51546], [-3.43533, -0.42167, 1.78039], [-2.32894, 0.64915, 2.20993], [-1.10225, -0.18509, 2.87845], [-0.15980, -0.89506, 1.80672], [-0.79050, -2.03571, 1.07197], [-1.19679, -3.13368, 1.96658], [-2.41714, -3.62667, 1.86654], [-0.31677, -3.77535, 2.96048], [-6.25135, -0.67509, -2.33154], [-6.94467, -1.81833, -3.21707], [-4.66047, -1.18103, -2.05367], [-6.20930, 0.74819, -3.23703], [-8.06517, -4.28802, 5.19282], [-7.13645, -3.49433, 3.79980], [-7.19543, -5.33006, 3.88405], [-10.02499, -2.29314, 1.58306], [-8.31845, -2.32964, 2.26012], [-8.27181, -3.61705, -0.45241], [-9.35232, -2.06860, -0.59125], [-6.46108, -2.38541, -0.43996], [-8.35574, -0.21438, -1.07146], [-7.34173, 0.56391, 1.24379], [-6.00718, 2.65362, -0.49889], [-7.53879, 1.91659, -1.31163], [-8.92875, 2.30383, 0.71791], [-8.30587, 3.92471, 0.13866], [-6.70535, 2.37195, 2.38527], [-6.73127, 4.18807, 1.98453], [-8.87136, 4.63672, 2.90592], [-9.53340, 2.96005, 2.66636], [-4.92025, 1.17835, 2.31530], [-3.25671, -0.84468, 0.73004], [-3.37565, -1.29195, 2.50547], [-1.91434, 1.15074, 1.26521], [-2.69788, 1.40510, 2.98323], [-1.54475, -0.95050, 3.59387], [-0.47147, 0.52638, 3.52714], [0.75953, -1.30820, 2.34482], [0.19244, -0.14653, 1.00289], [-0.10309, -2.43044, 0.41601], [-2.89831, -3.09587, 1.11146], [0.01351, -4.69807, 2.60868], [-0.89113, -4.02598, 3.78580], [-7.78233, -2.19622, -2.75336], [-4.56773, -1.69665, -1.22861], [-6.33804, 0.43715, -4.16913], [1.72767, 2.37990, -0.94660], [1.24395, 1.60763, -2.46986], [3.50091, 2.47970, -0.87050], [1.03789, 4.01420, -0.86715], [1.12791, 1.41519, 0.42272], [2.63552, 3.67975, -5.75379], [1.67329, 5.15419, -5.98854], [2.88925, 3.40943, -4.01833], [1.77094, 2.29179, -6.44794], [4.20704, 3.86258, -6.56160], [7.40740, 2.55946, -4.49848], [6.10664, 1.97682, -3.43916], [8.95230, 1.85370, -3.98283], [7.06731, 2.07710, -6.17378], [7.50312, 4.32999, -4.40014], [12.75856, 2.60253, -5.61415], [13.14794, 1.02127, -4.89554], [11.15637, 2.52783, -6.38305], [12.74516, 3.84214, -4.34313], [13.98619, 3.01779, -6.83367], [12.15376, -0.11651, -9.40748], [12.09023, 1.30689, -10.46835], [12.74227, 0.36867, -7.80201], [10.52752, -0.81422, -9.25397], [13.25242, -1.32623, -10.10464], [3.13955, -6.71969, 3.10141], [4.64997, -6.07209, 3.77257], [3.35647, -7.05727, 1.37159], [2.71071, -8.22101, 3.94944], [1.83885, -5.52777, 3.31370], [17.26834, 0.34282, -9.99138], [18.54556, 0.11332, -8.77906], [15.72729, 0.66820, -9.17295], [17.68527, 1.71586, -11.03777], [17.11470, -1.12742, -10.97759], [4.05705, 4.51770, 2.55782], [5.33795, 4.50701, 1.32661], [2.72640, 5.56215, 2.01881], [3.45319, 2.86539, 2.79982], [4.71333, 5.13778, 4.08593], [6.24456, 9.26247, 3.66986], [4.73311, 9.74777, 4.46628], [6.79602, 10.56859, 2.60025], [7.48475, 8.94084, 4.89966], [5.96376, 7.79246, 2.71476], [20.33502, -3.83005, -8.08787], [19.39685, -2.98042, -9.33288], [19.56616, -3.59376, -6.50447], [20.38977, -5.56448, -8.46662], [21.98759, -3.18080, -8.04612], [1.66053, -8.81923, 8.25334], [2.86241, -9.98538, 8.84512], [0.04591, -9.55774, 8.30078], [1.68081, -7.37328, 9.28475], [2.05362, -8.36027, 6.58159]], "forces_ev_per_a": [[-0.1, 0.5, -0.5], [-1.9, -0.5, 1.2], [3.3, 0.5, -1.6], [0.4, 0.7, 1.7], [-0.3, 0.9, 0.2], [0.3, -1.5, 1.2], [-0.9, 0.3, -1.5], [1.6, 1.6, 1.7], [-1.1, 1.2, -1.5], [-0.9, -0.4, -0.1], [0.1, -0.1, 0.4], [-0.8, -0.2, -1.2], [-0.1, 0.9, 0.3], [1.1, 2.4, -1.1], [1.4, -2.4, -1.6], [-2.1, -1.4, 0.0], [3.2, 0.5, 2.6], [-0.5, -0.1, -3.1], [-2.8, 1.8, 0.5], [-2.3, -4.0, 1.9], [0.2, 0.2, -2.7], [-1.6, 1.9, -0.8], [-0.4, 0.8, 2.2], [1.9, -1.4, -0.2], [1.8, 1.8, 0.1], [-1.3, -0.4, 2.2], [2.5, -1.1, -0.4], [0.5, 1.9, -1.1], [-0.8, 0.5, 0.1], [1.0, -1.3, -0.3], [-0.2, 0.6, -0.3], [0.8, 0.2, 0.5], [0.3, -0.8, 1.3], [-3.0, -1.8, -0.4], [2.7, 1.6, -0.4], [-0.6, 0.3, -0.4], [-1.0, -2.2, -2.1], [0.4, 1.3, 1.3], [-1.7, 1.6, 0.1], [0.7, -2.1, 1.1], [0.2, -0.3, -1.8], [-1.0, -1.3, 0.3], [-1.0, 1.2, 0.2], [1.2, -0.9, 0.0], [-0.6, -0.4, -1.4], [-0.8, 1.4, 0.4], [1.3, -0.6, 0.4], [-0.9, 0.3, 0.4], [1.3, -0.6, 0.3], [1.0, -0.5, -1.0], [-1.1, -0.8, 0.1], [1.1, 0.6, 1.2], [1.3, 0.8, -0.1], [0.6, -1.5, 0.5], [-0.9, 1.2, -0.1], [-0.6, -1.3, 0.3], [0.3, -1.6, 0.4], [1.3, 0.5, 0.8], [-0.8, -1.4, -0.2], [-0.1, 0.8, 1.5], [-0.4, 1.1, -0.8], [-0.7, -0.3, 1.5], [0.3, -1.0, -1.2], [0.6, 0.8, -0.8], [-0.8, -1.1, -1.1], [-1.0, 0.8, -0.5], [-1.2, -2.0, 1.7], [-0.3, 0.4, 0.3], [0.4, -0.3, 0.7], [-0.7, 1.3, -0.2], [0.3, 0.3, -0.8], [0.5, 0.3, -0.5], [-0.2, 0.5, -0.5], [0.0, 0.2, 1.0], [0.0, 0.2, -0.1], [-0.5, -0.5, 0.9], [-0.3, 0.0, 0.0], [0.1, -0.3, 0.0], [0.7, 1.1, -0.8], [0.1, 0.1, 0.0], [0.1, -0.2, 0.0], [0.5, 0.7, -1.0], [0.1, 0.2, 0.1], [-0.3, 0.0, 0.1], [0.0, 0.0, 0.1], [0.2, 0.1, -0.2], [-0.4, 0.1, 0.1], [0.2, 0.0, 0.2], [0.0, -0.3, 0.0], [-0.1, 0.2, -0.1], [0.0, 0.3, 0.1], [0.2, 0.5, 0.3], [0.0, -0.2, -0.2], [-0.1, 0.3, 0.4], [0.1, -0.1, 0.0], [0.0, -0.2, 0.2], [0.0, -1.1, -1.0], [0.2, 0.1, 0.0], [-0.4, 0.1, 0.0], [0.1, -0.1, -0.1], [-0.3, -0.1, -0.1], [0.0, 0.1, 0.3], [0.3, 0.3, -1.0], [0.9, -0.4, 0.1], [0.0, 0.1, 0.1], [-0.3, 0.3, -0.2], [0.5, 0.1, -0.1], [-0.1, -0.2, 0.1], [0.0, 0.2, 0.1], [0.0, 0.0, 0.1], [-0.1, 0.1, 0.2], [0.2, -0.2, 0.1], [0.1, 0.3, 0.0], [-0.2, -0.4, -0.1], [0.0, 0.0, -0.1], [0.2, -0.1, -0.1], [-0.1, -0.2, 0.2], [-0.2, 0.0, -0.2], [0.2, 0.5, 0.0], [0.0, 0.0, -0.1], [0.3, -0.4, 0.2], [0.1, 0.0, -0.2], [0.0, 0.3, 0.1], [-0.2, -0.1, 0.0], [0.0, 0.0, 0.1], [-0.2, 0.2, -0.1], [0.2, 0.1, 0.0], [0.0, -0.2, -0.2], [-0.3, -0.2, 1.1]], "mulliken_charge": [-0.506, 0.629, -0.534, -0.358, -0.025, -0.646, 0.103, -1.196, 0.726, -0.817, -0.936, 0.654, -1.043, 0.548, -0.313, -0.318, 0.706, -0.271, -0.112, 1.202, -0.332, -0.359, -0.176, -0.319, -0.310, -0.430, 1.080, -0.449, -0.720, -0.280, -0.848, 0.044, -0.219, 0.007, -0.649, -0.463, 1.232, -0.959, -0.528, -0.550, 0.267, 0.047, 0.290, 0.219, -0.054, 0.417, 0.254, 0.335, 0.518, -0.183, 0.232, 0.376, 0.286, 0.418, -0.578, 0.412, 0.454, 0.371, -0.106, 0.166, 0.152, 0.021, 0.443, 0.396, 0.392, 0.475, -0.333, 0.301, 0.367, 0.363, 0.233, 0.263, 0.296, 0.376, 0.208, -0.084, 0.006, -0.075, -0.119, 0.255, -0.105, 0.030, -0.114, -0.065, 0.270, -0.030, -0.063, -0.095, -0.101, 0.212, -0.095, 0.021, -0.099, -0.033, 0.250, -0.092, -0.002, -0.108, -0.059, 0.400, -0.091, -0.109, -0.118, -0.155, 0.294, -0.088, 0.035, -0.102, -0.125, 0.252, -0.068, -0.059, -0.072, -0.071, 0.299, -0.100, -0.101, -0.099, 0.000, 0.299, -0.004, -0.098, -0.102, -0.097, 0.316, -0.102, -0.099, -0.104, -0.001]}